Entry 1:
This record from OMol25 describes one molecule with the formula C4H5NOS in a non-equilibrium geometry. The level of theory is wB97M-V/def2-TZVPD.

Last column: Mulliken charge in e.
Geometry (Å):
C  -0.50  -2.85  0.07  -0.7418
C  -0.32  -1.52  -0.03  0.4263
O  1.09  -0.95  -0.06  -0.1838
N  1.15  0.35  0.02  -0.2399
C  0.06  0.99  0.13  0.3441
C  0.19  2.45  -0.03  -0.8372
S  -1.40  -0.14  0.10  -0.1755
H  -1.46  -3.31  0.01  0.2649
H  0.31  -3.55  -0.08  0.2865
H  -0.41  3.22  0.60  0.2960
H  0.10  2.74  -1.05  0.2374
H  1.20  2.58  0.32  0.3230

Summary:
gap between HOMO and LUMO	0.3336	hartree
SMILES	C=C1ON=C(C)S1
net charge	0
HOMO level	-8.359	eV
ΔE to the lowest compared entry with this formula, charge and spin	3.0421	eV
lowest unoccupied orbital energy	0.72	eV


Entry 2:
This record from OMol25 describes one molecule with the formula CH2N4O3 in a non-equilibrium geometry. The level of theory is wB97M-V/def2-TZVPD.

Last column: Mulliken charge in e.
Geometry (Å):
O  -2.45  -0.20  0.18  -0.3392
N  -1.46  0.48  -0.64  -0.3268
C  -0.26  0.00  -0.36  0.7735
N  -0.03  -1.17  0.42  -0.1734
N  1.08  -1.53  0.15  -0.0753
O  1.70  -0.54  -0.57  -0.0675
N  0.85  0.61  -0.72  -0.1684
O  1.09  1.20  0.81  -0.4948
H  -1.78  -1.15  0.29  0.4709
H  1.26  2.29  0.43  0.4008

Summary:
gap between HOMO and LUMO	0.3290	hartree
SMILES	O/N=c1\nnon1O
net charge	0
HOMO level	-10.384	eV
ΔE to the lowest compared entry with this formula, charge and spin	4.4507	eV
lowest unoccupied orbital energy	-1.43	eV


Entry 3:
This record from OMol25 describes a 2-piece molecular cluster, CHBr2O2S overall in a non-equilibrium geometry. The level of theory is wB97M-V/def2-TZVPD.

Last column: Mulliken charge in e.
Geometry (Å):
C  -2.15  1.33  -0.45  -0.3910
O  2.12  -1.47  2.14  -0.4105
O  2.06  -2.25  -0.18  -0.3624
S  2.27  -1.16  0.71  0.5887
Br  -0.52  0.17  0.45  -0.2947
Br  -1.36  2.82  -1.26  -0.2068
H  -2.42  0.56  -1.40  0.0767

Summary:
gap between HOMO and LUMO (alpha / beta)	0.2106 / 0.2106	hartree
net charge	-1
HOMO level (alpha / beta)	-3.294 / -3.294	eV
ΔE to the lowest compared entry with this formula, charge and spin	2.5974	eV
lowest unoccupied orbital energy (alpha / beta)	2.44 / 2.44	eV


Entry 4:
This record from OMol25 describes C40H42N4O2P2Pt as an isolated structure. The level of theory is wB97M-V/def2-TZVPD.

Last column: Mulliken charge in e.
Geometry (Å):
Pt  -0.22  -0.06  -0.49  0.8961
C  1.34  -2.74  0.02  -1.1244
N  1.25  -1.37  -0.44  0.2971
P  -1.93  -1.29  0.44  -0.4803
C  -2.22  -2.66  -0.74  0.9443
C  -1.63  -2.77  -2.00  -0.2092
C  -2.02  -3.76  -2.90  -0.6177
C  -3.01  -4.66  -2.54  -0.7662
C  -3.61  -4.57  -1.29  -0.7106
C  -3.23  -3.57  -0.41  -0.8241
C  -1.14  -2.11  1.87  0.6819
C  -0.56  -1.27  2.82  -0.4907
C  0.05  -1.79  3.95  -0.7029
C  0.07  -3.16  4.17  -0.5647
C  -0.52  -4.01  3.24  -0.7528
C  -1.12  -3.49  2.10  -0.2867
P  2.71  -0.57  -0.81  0.1239
C  3.35  -1.50  -2.24  0.6180
C  4.71  -1.37  -2.52  -0.7528
C  5.26  -2.01  -3.62  -0.6114
C  4.45  -2.81  -4.42  -0.5262
C  3.10  -2.96  -4.13  -0.8630
C  2.55  -2.31  -3.04  -0.0176
C  1.95  0.93  -1.55  -0.3855
C  2.26  2.18  -1.01  0.0152
C  1.73  3.34  -1.55  -0.8764
C  0.87  3.26  -2.64  -0.5072
C  0.56  2.03  -3.20  -0.7357
C  1.10  0.87  -2.67  0.3126
H  0.49  -3.31  -0.35  0.1234
H  1.30  -2.76  1.11  0.0985
H  2.27  -3.21  -0.32  0.6879
H  -0.86  -2.06  -2.29  0.1943
H  -1.55  -3.82  -3.87  0.4555
H  -3.31  -5.44  -3.24  0.4277
H  -4.39  -5.27  -1.01  0.4382
H  -3.73  -3.49  0.54  0.5454
H  -0.56  -0.20  2.66  0.3620
H  0.49  -1.12  4.68  0.4779
H  0.55  -3.57  5.05  0.4074
H  -0.51  -5.08  3.40  0.4263
H  -1.55  -4.17  1.38  0.3249
H  5.34  -0.76  -1.88  0.3867
H  6.31  -1.90  -3.85  0.4100
H  4.88  -3.32  -5.28  0.3964
H  2.48  -3.59  -4.75  0.4434
H  1.50  -2.44  -2.82  0.4816
H  2.94  2.24  -0.16  0.5649
H  1.99  4.30  -1.13  0.4817
H  0.45  4.16  -3.07  0.4652
H  -0.09  1.98  -4.07  0.4576
H  0.91  -0.08  -3.15  0.3640
O  0.86  1.51  1.73  -0.3276
N  1.96  1.90  2.29  0.2551
C  2.83  0.97  2.76  -0.0351
C  4.02  1.35  3.35  -0.9283
C  4.34  2.69  3.46  -0.2866
C  3.44  3.62  2.98  -0.7708
C  2.26  3.21  2.40  -0.1181
H  2.50  -0.05  2.63  0.4845
H  4.68  0.57  3.71  0.4337
H  5.27  3.00  3.92  0.4121
H  3.64  4.68  3.05  0.4336
H  1.50  3.87  2.01  0.4786
C  -5.23  -1.28  -2.18  -0.7649
C  -5.56  0.17  -1.85  -1.0566
N  -5.38  1.08  -2.98  0.2288
C  -6.33  0.95  -4.09  -0.8087
C  -5.67  0.42  -5.35  -1.0883
C  -4.56  2.15  -3.00  0.2676
O  -4.61  3.01  -3.86  -0.6455
C  -3.49  2.28  -1.94  0.4222
C  -3.27  3.54  -1.39  -0.6894
C  -2.23  3.71  -0.49  -1.0235
C  -1.41  2.63  -0.21  -0.0873
N  -1.60  1.44  -0.77  0.1402
C  -2.63  1.26  -1.61  0.0206
H  -5.39  -1.91  -1.30  0.3787
H  -4.20  -1.40  -2.50  0.1086
H  -5.87  -1.65  -2.98  0.4936
H  -4.95  0.51  -1.01  0.4996
H  -6.60  0.25  -1.52  0.4133
H  -6.76  1.93  -4.28  0.4388
H  -7.12  0.29  -3.76  0.4052
H  -4.89  1.10  -5.69  0.3093
H  -6.41  0.34  -6.15  0.3946
H  -5.24  -0.57  -5.19  0.2609
H  -3.91  4.36  -1.68  0.5546
H  -2.05  4.66  -0.02  0.5152
H  -0.58  2.69  0.49  0.2958
H  -2.74  0.27  -2.03  0.4815

Summary:
gap between HOMO and LUMO (alpha / beta)	0.2746 / 0.2085	hartree
multiplicity	2
net charge	+1
HOMO level (alpha / beta)	-9.953 / -9.942	eV
ΔE to the lowest compared entry with this formula, charge and spin	2.1184	eV
<S²>	0.76
lowest unoccupied orbital energy (alpha / beta)	-2.48 / -4.27	eV


Entry 5:
This record from OMol25 describes C3H3BiO as an isolated structure in a non-equilibrium geometry. The level of theory is wB97M-V/def2-TZVPD.

Last column: Mulliken charge in e.
Geometry (Å):
C  -3.07  -0.06  -0.31  -0.2635
C  -2.39  0.99  -0.27  -0.1810
H  -3.42  -1.03  -0.62  0.3880
H  -1.67  1.71  -0.63  0.3744
C  -3.91  1.26  1.41  -0.1761
O  -3.85  0.46  2.41  -0.3339
Bi  -4.18  1.95  3.80  0.8447
H  -4.82  1.30  0.75  0.3475

Summary:
gap between HOMO and LUMO (alpha / beta)	0.1886 / 0.2126	hartree
multiplicity	2
net charge	+1
HOMO level (alpha / beta)	-12.181 / -12.738	eV
<S²>	0.77
lowest unoccupied orbital energy (alpha / beta)	-7.05 / -6.95	eV


Entry 6:
This record from OMol25 describes C47H50BrN6O7SScSe2Si as an isolated structure. The level of theory is wB97M-V/def2-TZVPD.

Last column: Mulliken charge in e.
Geometry (Å):
Sc  1.25  -0.19  -0.13  -1.2019
C  1.97  5.78  -0.79  -0.9053
Si  3.44  5.01  -1.61  0.1646
C  3.60  5.84  -3.29  -1.1567
C  4.97  5.42  -0.62  -1.0682
C  3.42  3.16  -1.92  0.0277
C  4.26  2.67  -2.91  0.0816
C  4.30  1.31  -3.23  -1.7730
C  3.46  0.47  -2.54  -0.3004
N  2.66  0.90  -1.56  0.5525
C  2.63  2.22  -1.21  0.7683
S  1.60  2.58  0.11  -0.5057
H  2.06  6.87  -0.84  0.3167
H  1.89  5.48  0.25  0.2455
H  1.04  5.48  -1.28  0.3025
H  3.62  6.93  -3.18  0.3048
H  2.73  5.58  -3.91  0.3245
H  4.50  5.54  -3.83  0.3262
H  5.10  6.50  -0.49  0.3153
H  5.87  5.02  -1.11  0.3187
H  4.90  4.96  0.37  0.2968
H  4.90  3.35  -3.46  0.2221
H  4.95  0.91  -4.00  0.4554
H  3.41  -0.60  -2.75  0.5624
C  -5.95  3.65  -0.03  -1.6622
C  -5.70  2.34  -0.80  2.0827
C  -6.74  1.29  -0.38  -1.6440
C  -5.88  2.61  -2.29  -2.1618
C  -4.29  1.83  -0.48  0.1048
C  -3.28  1.75  -1.42  -0.3462
C  -2.05  1.25  -1.05  -0.2351
Br  -0.72  1.18  -2.39  -0.0986
C  -1.72  0.78  0.24  1.7336
O  -0.57  0.20  0.46  1.1271
C  -2.73  0.94  1.22  -1.5619
C  -3.97  1.43  0.82  -0.4523
C  -2.56  0.60  2.70  3.0516
C  -2.91  1.84  3.55  -2.0507
C  -3.52  -0.55  3.07  -1.8215
C  -1.15  0.17  3.10  -2.3475
H  -6.94  4.05  -0.28  0.4673
H  -5.19  4.39  -0.28  0.3253
H  -5.91  3.48  1.05  0.3009
H  -7.75  1.64  -0.64  0.4686
H  -6.71  1.11  0.70  0.3156
H  -6.55  0.35  -0.88  0.3127
H  -6.90  2.93  -2.48  0.4558
H  -5.67  1.72  -2.88  0.3960
H  -5.21  3.41  -2.64  0.3481
H  -3.43  2.05  -2.45  0.4927
H  -4.73  1.52  1.58  0.0996
H  -3.95  2.15  3.44  0.4036
H  -2.28  2.68  3.25  0.3488
H  -2.73  1.62  4.60  0.4607
H  -4.57  -0.29  2.88  0.3634
H  -3.41  -0.80  4.13  0.4566
H  -3.28  -1.44  2.48  0.1988
H  -0.41  0.93  2.85  0.2193
H  -0.84  -0.76  2.63  0.0546
H  -1.13  0.03  4.18  0.7582
C  -0.81  -3.30  1.15  -1.6417
C  0.25  -3.66  1.97  1.9832
C  0.03  -4.00  3.34  -0.6065
C  1.07  -4.22  4.21  -0.7284
C  2.39  -4.12  3.75  -0.6777
C  2.65  -3.84  2.42  -0.2825
C  1.61  -3.65  1.51  0.3620
H  -1.82  -3.31  1.53  0.1467
H  -0.67  -2.93  0.14  -0.0772
H  -0.99  -4.04  3.69  0.3084
H  0.87  -4.46  5.25  0.3573
H  3.22  -4.27  4.43  0.3631
H  3.67  -3.77  2.06  0.3892
H  1.12  -3.77  -0.47  0.1243
Se  1.89  -5.76  -1.87  -0.3052
N  3.58  -5.26  -1.52  -0.9790
C  3.88  -4.00  -1.10  0.2526
C  5.18  -3.51  -1.39  -0.5431
C  5.56  -2.23  -1.05  -0.8902
C  4.64  -1.41  -0.41  -0.9609
N  3.43  -1.85  -0.09  1.7853
C  3.09  -3.10  -0.37  -1.6119
N  1.85  -3.50  0.17  1.0215
H  5.84  -4.19  -1.92  0.4075
H  6.55  -1.86  -1.28  0.4193
H  4.87  -0.38  -0.15  0.4315
Se  2.56  -0.37  2.21  -0.2912
C  1.96  0.49  3.81  -0.1249
C  1.37  -0.26  4.82  -0.0970
C  1.02  0.32  6.03  -0.2631
C  1.24  1.68  6.25  -0.5684
C  1.84  2.44  5.24  -0.6297
C  2.20  1.85  4.04  -0.3885
H  1.18  -1.32  4.65  0.0873
H  0.56  -0.28  6.80  0.3900
H  0.96  2.14  7.19  0.3406
H  2.02  3.49  5.40  0.3801
H  2.65  2.44  3.25  0.4288
O  2.03  -2.32  -3.10  -0.6954
C  0.95  -2.24  -2.56  -0.9688
O  0.61  -1.59  -1.51  1.0862
C  -0.24  -3.00  -3.15  0.9276
C  -0.01  -3.96  -4.13  -0.6080
C  -1.10  -4.59  -4.69  -0.2881
C  -2.41  -4.31  -4.32  -0.5570
C  -2.58  -3.37  -3.34  -0.2949
C  -1.53  -2.71  -2.74  -0.0559
N  -3.97  -3.03  -2.93  1.1039
O  -4.11  -2.27  -2.00  -0.5886
O  -4.88  -3.56  -3.55  -0.6781
N  -0.89  -5.60  -5.76  1.0681
O  -1.87  -6.19  -6.17  -0.6627
O  0.24  -5.76  -6.16  -0.6165
H  1.00  -4.19  -4.43  0.7580
H  -3.24  -4.81  -4.78  0.6196
H  -1.70  -1.96  -1.97  0.5007

Summary:
gap between HOMO and LUMO (alpha / beta)	0.1869 / 0.1831	hartree
net charge	-2
HOMO level (alpha / beta)	-1.825 / -1.699	eV
ΔE to the lowest compared entry with this formula, charge and spin	0.0827	eV
lowest unoccupied orbital energy (alpha / beta)	3.26 / 3.28	eV


Entry 7:
This record from OMol25 describes one molecule with the formula C4H3BrINO2S in a non-equilibrium geometry. The level of theory is wB97M-V/def2-TZVPD.

Last column: Mulliken charge in e.
Geometry (Å):
C  -0.20  0.57  0.01  -0.2160
C  1.11  0.46  0.23  -0.2167
C  -1.04  -0.53  -0.67  -0.8831
C  -1.37  -1.61  0.24  0.4709
N  1.81  1.67  0.57  0.9668
O  1.13  2.67  0.68  -0.6190
O  3.03  1.68  0.61  -0.6390
S  -0.32  -2.52  0.97  -0.1812
Br  -3.39  -2.09  0.13  -0.1537
I  2.32  -0.94  -0.66  0.3675
H  -0.80  1.41  0.38  0.4010
H  -1.86  0.04  -0.97  0.4052
H  -0.40  -0.80  -1.51  0.2972

Summary:
gap between HOMO and LUMO (alpha / beta)	0.1725 / 0.1754	hartree
multiplicity	3
net charge	0
HOMO level (alpha / beta)	-6.294 / -9.370	eV
<S²>	2.01
lowest unoccupied orbital energy (alpha / beta)	-1.60 / -4.60	eV


Entry 8:
This record from OMol25 describes a 2-piece molecular cluster, CH6BNO overall in a non-equilibrium geometry. The level of theory is wB97M-V/def2-TZVPD.

Last column: Mulliken charge in e.
Geometry (Å):
B  -0.84  0.01  0.07  0.0970
C  1.67  -0.89  0.62  -0.8690
N  -0.75  0.53  -1.19  -0.3189
O  -1.84  0.09  0.94  -0.4217
H  1.69  -1.94  0.16  0.2353
H  1.67  -0.70  1.74  0.2323
H  2.02  -0.14  -0.05  0.2302
H  0.15  0.99  -1.56  0.2696
H  -1.62  1.06  -1.61  0.2422
H  -2.16  0.98  0.87  0.3029

Summary:
gap between HOMO and LUMO (alpha / beta)	0.2737 / 0.2736	hartree
net charge	0
HOMO level (alpha / beta)	-7.347 / -7.344	eV
ΔE to the lowest compared entry with this formula, charge and spin	3.7841	eV
lowest unoccupied orbital energy (alpha / beta)	0.10 / 0.10	eV


Question: Which of these has the lowest net charge?
Answer: C47H50BrN6O7SScSe2Si


Question: Which of these has the lowest net charge?
Answer: C47H50BrN6O7SScSe2Si


Question: Which value of net charge does entry 2 give?
Answer: 0